# C48H119N7O12

A cluster of 10 separate species, C48H119N7O12 in total at a distorted geometry (ωB97M-V/def2-TZVPD, the OMol25 dataset).

The calculation puts the HOMO-LUMO gap at 3.803 eV. As for the maximum force: 6.27 eV Å⁻¹. Its net charge is +4. The value obtained for the LUMO energy is -8.596 eV. The calculation puts the HOMO energy at -12.3988 eV.

Last column: Löwdin charge in e.
Geometry (Å):
1 C -1.21822 -0.02385 2.48074  -0.026
2 C -0.50567 0.26234 1.15627  -0.624
3 C 0.39077 1.44867 1.29112  -0.052
4 O 0.16341 -0.81683 0.56502  -0.305
5 H -1.85127 0.80889 2.78796  0.064
6 H -0.46539 -0.11655 3.26447  0.079
7 H -1.84548 -0.90793 2.36220  0.065
8 H -1.36830 0.46156 0.51362  0.080
9 H 0.78355 1.65207 0.29267  0.038
10 H 1.30930 1.24208 1.84049  0.064
11 H -0.12722 2.35190 1.61375  0.073
12 C 7.68672 2.69870 -4.66386  -0.084
13 C 6.76369 3.52917 -3.75764  -0.218
14 C 6.93698 2.85316 -2.35264  -0.102
15 N 5.86820 3.28570 -1.28310  -0.241
16 C 4.44637 2.78176 -1.70331  -0.079
17 C 3.40197 2.75148 -0.57828  -0.153
18 C 4.01213 2.11849 0.67650  -0.202
19 C 5.25430 2.82386 1.09724  -0.146
20 C 6.35853 2.70930 0.01139  -0.099
21 C 5.88873 4.82977 -1.15129  0.061
22 H 7.64701 3.20681 -5.62670  0.093
23 H 7.36113 1.65932 -4.71062  0.072
24 H 8.67844 2.64819 -4.21453  0.089
25 H 5.73118 3.55076 -4.10673  0.102
26 H 7.09773 4.56633 -3.78368  0.116
27 H 7.92504 3.05411 -1.93951  0.140
28 H 6.78365 1.77497 -2.39813  0.116
29 H 4.54307 1.75500 -2.05731  0.115
30 H 4.08213 3.38188 -2.53682  0.125
31 H 2.52737 2.21606 -0.94829  0.080
32 H 3.02642 3.73896 -0.30865  0.125
33 H 4.18001 1.04031 0.66893  0.098
34 H 3.26357 2.22618 1.46227  0.111
35 H 5.75586 2.58436 2.03514  0.140
36 H 4.91931 3.83728 1.32281  0.125
37 H 6.46869 1.63807 -0.16036  0.132
38 H 7.32079 3.19450 0.17000  0.142
39 H 5.66551 5.20653 -2.14854  0.099
40 H 6.83014 5.21336 -0.75960  0.126
41 H 5.09916 5.09361 -0.44865  0.099
42 C -9.08585 2.52311 2.79533  -0.103
43 C -8.64178 1.23133 2.23584  -0.229
44 C -7.20992 1.34427 1.60135  -0.051
45 N -6.58562 0.00505 1.05486  -0.191
46 C -5.10480 0.04085 0.76184  -0.099
47 C -4.58154 -1.19893 0.08978  -0.195
48 C -5.40385 -1.59954 -1.08681  -0.191
49 C -6.88940 -1.73255 -0.76869  -0.158
50 C -7.42050 -0.50819 -0.09479  -0.132
51 C -6.73714 -1.09977 2.14036  0.043
52 H -9.41327 3.18343 1.99174  0.086
53 H -8.31882 3.13750 3.26891  0.085
54 H -9.82130 2.38603 3.58731  0.098
55 H -9.37230 0.98143 1.46601  0.108
56 H -8.73094 0.51602 3.05340  0.114
57 H -6.45100 1.80967 2.23141  0.095
58 H -7.32458 2.05075 0.77835  0.131
59 H -5.07337 0.92282 0.12049  0.136
60 H -4.54828 0.25983 1.67305  0.096
61 H -3.53781 -1.10332 -0.21424  0.091
62 H -4.40211 -2.00186 0.80574  0.099
63 H -5.25673 -0.92307 -1.92960  0.118
64 H -5.04527 -2.57593 -1.41539  0.105
65 H -7.46379 -1.92339 -1.67518  0.135
66 H -7.09621 -2.59703 -0.13680  0.122
67 H -7.38596 0.29782 -0.82961  0.138
68 H -8.48024 -0.58093 0.14710  0.140
69 H -6.26060 -0.70722 3.03868  0.108
70 H -6.21979 -2.03157 1.91469  0.090
71 H -7.78647 -1.37060 2.24872  0.111
72 C -0.07372 -1.23130 -3.56031  0.023
73 N -0.73370 0.08176 -3.20469  -0.306
74 C -1.78721 -0.33107 -2.16965  0.013
75 C 0.29133 1.03497 -2.62349  0.006
76 C -1.37579 0.73392 -4.46138  -0.047
77 C -0.34385 1.24836 -5.49033  -0.223
78 O 0.06342 0.24411 -6.37859  -0.027
79 H 0.40907 -1.68125 -2.69308  0.093
80 H 0.65127 -0.95810 -4.32642  0.089
81 H -0.87651 -1.83507 -3.98194  0.113
82 H -1.23019 -0.76524 -1.33800  0.075
83 H -2.49930 -1.02213 -2.61923  0.107
84 H -2.28073 0.56728 -1.79883  0.090
85 H -0.19583 1.98730 -2.41419  0.094
86 H 1.18595 1.07135 -3.24286  0.098
87 H 0.50683 0.65629 -1.62321  0.072
88 H -2.05968 1.50796 -4.11545  0.112
89 H -1.97136 -0.06384 -4.90556  0.140
90 H 0.44069 1.74562 -4.92010  0.107
91 H -0.76216 2.00371 -6.15610  0.144
92 H 1.01481 0.14759 -6.29001  0.094
93 C 5.08673 -3.25030 -3.90437  0.003
94 N 4.21442 -3.19486 -2.68078  -0.321
95 C 3.06182 -4.08199 -3.07093  0.021
96 C 4.93348 -3.67839 -1.37766  0.064
97 C 3.78568 -1.73534 -2.47163  -0.104
98 C 3.14635 -1.31500 -1.16453  -0.231
99 O 2.02433 -2.12917 -0.89207  -0.102
100 H 4.60138 -2.89761 -4.81419  0.117
101 H 5.45726 -4.25291 -4.11486  0.123
102 H 5.89332 -2.54129 -3.71765  0.110
103 H 2.36500 -4.08286 -2.23300  0.093
104 H 3.50958 -5.05987 -3.24298  0.121
105 H 2.54699 -3.60140 -3.90195  0.111
106 H 5.65605 -2.94512 -1.02130  0.112
107 H 5.38084 -4.64902 -1.58934  0.116
108 H 4.19167 -3.81198 -0.59049  0.092
109 H 3.22748 -1.47617 -3.37157  0.126
110 H 4.70479 -1.16253 -2.60143  0.125
111 H 2.80417 -0.28589 -1.28200  0.110
112 H 3.87379 -1.36178 -0.35308  0.109
113 H 1.39297 -1.56892 -0.41886  0.005
114 C 1.82527 -2.06298 4.82568  0.029
115 N 3.06026 -2.15100 3.92318  -0.320
116 C 3.13823 -0.78399 3.15127  0.045
117 C 4.26096 -2.43936 4.78480  0.025
118 C 2.96491 -3.22212 2.75005  -0.053
119 C 2.65353 -4.69610 3.21234  -0.228
120 O 2.85879 -5.61979 2.17359  -0.054
121 H 0.95566 -1.85190 4.20418  0.092
122 H 1.90653 -1.23229 5.52757  0.121
123 H 1.80513 -2.91881 5.50013  0.112
124 H 3.96946 -0.93234 2.46248  0.085
125 H 3.28173 -0.04347 3.93891  0.102
126 H 2.18338 -0.71088 2.63116  0.078
127 H 5.10642 -2.19969 4.14062  0.110
128 H 4.34496 -3.48306 5.08684  0.101
129 H 4.15038 -1.89514 5.72217  0.125
130 H 3.96446 -3.10290 2.33233  0.118
131 H 2.18090 -2.91044 2.06031  0.097
132 H 1.63241 -4.76389 3.58716  0.104
133 H 3.30253 -5.07427 4.00272  0.124
134 H 3.79758 -5.82301 2.17338  0.102
135 C -1.02876 -5.96862 2.34887  0.041
136 N -1.31926 -4.95330 1.22173  -0.307
137 C -2.29941 -3.93807 1.77334  0.012
138 C -0.04571 -4.18427 0.81261  0.016
139 C -1.84475 -5.81765 0.04703  -0.076
140 C -2.51931 -5.05373 -1.03377  -0.203
141 O -1.45636 -4.56139 -1.85702  -0.082
142 H -0.31851 -6.66922 1.91105  0.115
143 H -1.99616 -6.38439 2.62774  0.117
144 H -0.56998 -5.46454 3.19882  0.097
145 H -3.27114 -4.42967 1.82552  0.117
146 H -2.41744 -3.10316 1.08379  0.078
147 H -1.96738 -3.65948 2.77254  0.115
148 H 0.79570 -4.86803 0.70064  0.098
149 H 0.19740 -3.53874 1.65627  0.081
150 H -0.23896 -3.58923 -0.07847  0.082
151 H -2.52749 -6.53387 0.50408  0.142
152 H -0.99629 -6.37377 -0.35059  0.151
153 H -3.08419 -4.13908 -0.85047  0.109
154 H -3.19340 -5.70574 -1.59022  0.143
155 H -1.80256 -4.27266 -2.70512  0.089
156 C -3.71008 4.99835 0.30738  0.029
157 N -2.27442 4.59532 0.03415  -0.294
158 C -1.37640 4.96264 1.25610  0.062
159 C -2.37414 3.08419 -0.21226  -0.012
160 C -1.55963 5.24734 -1.18872  -0.067
161 C -2.23440 4.97085 -2.51787  -0.247
162 O -2.08684 3.71818 -3.07965  -0.067
163 H -4.31856 4.82127 -0.57910  0.095
164 H -3.62248 6.07400 0.46069  0.118
165 H -4.19028 4.50577 1.15314  0.112
166 H -1.82500 4.41928 2.08795  0.112
167 H -1.25648 6.04327 1.32425  0.118
168 H -0.36842 4.60628 1.04387  0.088
169 H -2.48905 2.57288 0.74368  0.090
170 H -1.42971 2.78110 -0.66481  0.069
171 H -3.14493 2.82146 -0.93584  0.088
172 H -0.57050 4.79021 -1.20808  0.129
173 H -1.58466 6.32958 -1.06429  0.149
174 H -1.95740 5.69495 -3.28456  0.144
175 H -3.28957 5.20435 -2.36762  0.125
176 H -2.89686 3.20809 -3.00886  0.083
177 O 0.58442 3.05365 4.84381  0.048
178 C 1.64400 2.83432 5.63394  -0.933
179 O 1.72067 3.33786 6.75543  0.011
180 O 2.55301 2.24030 5.05117  -0.089
181 H 1.19353 2.68698 4.19014  0.027
182 O -4.35664 0.64107 3.47483  0.025
183 C -4.58759 1.95228 3.66014  -0.849
184 O -3.75799 2.73460 3.15585  -0.047
185 O -5.68049 2.36146 4.08545  0.000
186 H -3.56411 0.70800 2.94032  0.029

***

# C2HClNO2P

The molecule C2HClNO2P at a distorted geometry (ωB97M-V/def2-TZVPD, the OMol25 dataset).

The energy relative to the best compared isomer or geometry (same formula, charge and spin) is 10.81 kcal/mol. The calculation puts the HOMO-LUMO gap (alpha / beta) at 7.539 / 9.849 eV. The spin multiplicity is 3. As for the maximum force: 8.77 eV Å⁻¹. Its net charge is 0. The value obtained for the LUMO energy (alpha / beta) is -0.108 / -1.552 eV. The calculation puts the HOMO energy (alpha / beta) at -7.6464 / -11.4002 eV.

Last column: Löwdin spin population.
Geometry (Å):
1 C 1.77507 0.68888 -0.00833  0.193
2 C 0.95163 0.57626 1.08780  0.989
3 N 2.70701 0.90528 -0.61973  0.366
4 O -0.17929 0.19142 1.24953  0.341
5 O -0.02040 -0.41670 -1.20034  0.007
6 P -1.10115 -0.38308 -0.22719  0.072
7 Cl -1.98136 -2.08114 0.05865  0.020
8 H -2.15154 0.51908 -0.34039  0.011

***

# C5H6N2

A cluster of 2 separate species, C5H6N2 in total at a distorted geometry (ωB97M-V/def2-TZVPD, the OMol25 dataset).

The energy relative to the best compared isomer or geometry (same formula, charge and spin) is 93.50 kcal/mol. The calculation puts the HOMO-LUMO gap at 9.740 eV. As for the maximum force: 6.99 eV Å⁻¹. Its net charge is 0. The value obtained for the LUMO energy is -0.048 eV. The calculation puts the HOMO energy at -9.7879 eV.

Last column: natural (NBO) charge in e.
Geometry (Å):
1 C 2.29877 -0.08136 -0.03660  -0.601
2 C 0.82805 0.13955 0.12830  0.083
3 C 0.14847 -1.00444 -0.01561  -0.012
4 C -1.75448 -0.11917 -0.10692  -0.049
5 C -1.15338 1.12477 0.01593  -0.020
6 H 2.33595 -1.10252 -0.71180  0.226
7 H 2.85103 -0.17142 0.86846  0.222
8 H 3.32160 0.78934 -0.58391  0.215
9 H 0.69836 -1.92212 0.15396  0.190
10 H -2.87679 -0.10769 0.09962  0.190
11 H -1.73675 2.25542 -0.17758  0.227
12 N -1.22695 -1.27847 0.02407  -0.322
13 N 0.25581 1.26459 0.03889  -0.349

***

# C2H9NS

A cluster of 2 separate species, C2H9NS in total at a distorted geometry (ωB97M-V/def2-TZVPD, the OMol25 dataset).

The energy relative to the best compared isomer or geometry (same formula, charge and spin) is 0.00 kcal/mol. The calculation puts the HOMO-LUMO gap (alpha / beta) at 9.932 / 7.325 eV. The spin multiplicity is 2. As for the maximum force: 1.14 eV Å⁻¹. Its net charge is +1. The value obtained for the LUMO energy (alpha / beta) is -3.590 / -5.732 eV. The calculation puts the HOMO energy (alpha / beta) at -13.5218 / -13.0563 eV.

Last column: Löwdin spin population.
Geometry (Å):
1 S 0.11534 1.41628 3.85140  0.950
2 H 1.01073 2.24200 3.28286  0.051
3 C 0.22608 -1.42648 -1.21568  0.000
4 N 0.28082 -0.36003 -0.17972  0.000
5 C -0.69482 0.74383 -0.44511  0.000
6 H 0.49995 -2.37822 -0.78175  0.000
7 H -0.77447 -1.47417 -1.61724  0.000
8 H 0.92958 -1.22705 -2.01994  0.000
9 H 1.18800 0.11275 -0.07534  0.000
10 H 0.02053 -0.71983 0.73929  -0.001
11 H -0.38609 1.31534 -1.32589  0.000
12 H -0.72355 1.41087 0.41083  0.001
13 H -1.69209 0.34471 -0.62371  0.000

***

# C3H5BrO

A cluster of 2 separate species, C3H5BrO in total at a distorted geometry (ωB97M-V/def2-TZVPD, the OMol25 dataset).

The energy relative to the best compared isomer or geometry (same formula, charge and spin) is 17.76 kcal/mol. The calculation puts the HOMO-LUMO gap at 10.013 eV. As for the maximum force: 2.94 eV Å⁻¹. Its net charge is 0. The value obtained for the LUMO energy is -0.185 eV. The calculation puts the HOMO energy at -10.1976 eV. The SMILES is C=CC=O.Br.

Last column: natural (NBO) charge in e.
Geometry (Å):
1 C -1.64506 -0.29366 0.42505  -0.283
2 C -0.64358 -0.08218 -0.41896  -0.335
3 C 0.76769 0.20029 -0.00822  0.404
4 O 1.22570 0.21846 1.11514  -0.528
5 Br 4.16614 0.96583 -0.44518  -0.236
6 H -2.60450 -0.59424 0.10146  0.203
7 H -1.43236 -0.37808 1.58371  0.222
8 H -0.65733 -0.08408 -1.52448  0.209
9 H 1.37156 0.17333 -0.90500  0.110
10 H 3.66621 0.18748 0.68145  0.234

***

# C4H10N2S

The molecule C4H10N2S at a distorted geometry (ωB97M-V/def2-TZVPD, the OMol25 dataset).

The energy relative to the best compared isomer or geometry (same formula, charge and spin) is 5.64 kcal/mol. The calculation puts the HOMO-LUMO gap at 9.724 eV. As for the maximum force: 2.49 eV Å⁻¹. Its net charge is 0. The value obtained for the LUMO energy is 0.816 eV. The calculation puts the HOMO energy at -8.9087 eV. The SMILES is [H]/N=C(/NC)SCC.

Last column: natural (NBO) charge in e.
Geometry (Å):
1 C 2.00046 0.76838 0.77588  -0.625
2 C 1.91537 0.07584 -0.58604  -0.510
3 C -0.55998 -1.05778 0.01591  0.308
4 C -2.49714 0.42964 -0.28915  -0.414
5 H 1.01599 0.81409 1.31615  0.219
6 H 2.35782 1.78518 0.65776  0.214
7 H 2.71263 0.22703 1.40818  0.213
8 H 1.41516 0.73880 -1.35776  0.207
9 H 2.94444 -0.15283 -0.89526  0.226
10 H -0.64565 -2.40945 1.33486  0.355
11 H -0.79885 0.26136 -1.56874  0.397
12 H -3.25887 -0.28724 -0.56154  0.197
13 H -2.55079 0.66544 0.84266  0.217
14 H -2.79059 1.35183 -0.82032  0.201
15 N -1.18830 -1.62195 0.93326  -0.723
16 N -1.15234 -0.01725 -0.65206  -0.642
17 S 1.08064 -1.57109 -0.55379  0.161

***

# C5H8N

The ion C5H8N with charge +1 at a distorted geometry (ωB97M-V/def2-TZVPD, the OMol25 dataset).

The energy relative to the best compared isomer or geometry (same formula, charge and spin) is 84.53 kcal/mol. The calculation puts the HOMO-LUMO gap (alpha / beta) at 9.763 / 7.131 eV. The spin multiplicity is 3. As for the maximum force: 7.87 eV Å⁻¹. Its net charge is +1. The value obtained for the LUMO energy (alpha / beta) is -2.981 / -9.394 eV. The calculation puts the HOMO energy (alpha / beta) at -12.7438 / -16.5250 eV.

Last column: Löwdin spin population.
Geometry (Å):
1 C 0.78726 -1.01139 -0.21840  0.123
2 C -1.26908 -0.37015 0.21225  0.108
3 C -0.27116 -0.10585 -0.97995  0.103
4 C 0.07114 -0.36518 1.05748  0.060
5 C 0.47619 1.19878 0.72916  0.773
6 N 0.09897 1.31635 -0.56336  0.747
7 H 0.86489 -2.05177 -0.49345  0.013
8 H 1.82458 -0.70653 -0.32477  0.003
9 H -2.03146 0.50745 0.34361  -0.001
10 H -1.71799 -1.35329 0.26437  0.017
11 H -0.60910 -0.24513 -1.95461  -0.001
12 H 0.28927 -0.74607 2.14101  -0.001
13 H 0.95712 2.14794 1.08510  0.029
14 H 0.52936 1.78483 -1.29843  0.027

***

# C5H13NO2

The molecule C5H13NO2 at a distorted geometry (ωB97M-V/def2-TZVPD, the OMol25 dataset).

The energy relative to the best compared isomer or geometry (same formula, charge and spin) is 87.28 kcal/mol. The calculation puts the HOMO-LUMO gap at 9.610 eV. As for the maximum force: 2.32 eV Å⁻¹. Its net charge is 0. The value obtained for the LUMO energy is 0.984 eV. The calculation puts the HOMO energy at -8.6259 eV. The SMILES is CONC(C)(C)OC.

Last column: natural (NBO) charge in e.
Geometry (Å):
1 C -0.20080 -0.48260 -0.27118  0.422
2 C 0.40103 -1.12160 2.22800  -0.246
3 C 0.38727 2.95689 -0.92286  -0.252
4 C 0.86622 -1.09509 -1.15006  -0.653
5 C -1.45994 -1.32220 -0.14946  -0.642
6 N -0.56260 0.83916 -0.61939  -0.365
7 O 0.31255 -0.14786 1.22685  -0.622
8 O 0.55646 1.57931 -1.13702  -0.414
9 H -0.75152 1.22669 0.34846  0.373
10 H 1.08174 -1.93762 1.95374  0.159
11 H -0.57898 -1.54426 2.49268  0.155
12 H 0.79596 -0.62988 3.12071  0.191
13 H -0.52842 3.32878 -1.39494  0.173
14 H 0.36778 3.19866 0.14724  0.164
15 H 1.25527 3.42860 -1.37997  0.199
16 H 1.77853 -0.51079 -1.06956  0.245
17 H 0.53535 -1.07041 -2.18588  0.231
18 H 1.05434 -2.12441 -0.85439  0.214
19 H -1.21412 -2.32049 0.20781  0.216
20 H -2.16596 -0.86347 0.53989  0.222
21 H -1.93017 -1.38742 -1.13067  0.231